Record 1
ORCA calculation (ωB97M-V/def2-TZVPD) on a cluster of 2 separate species, H4S2 in total.

Each atom is followed by the atoms it is bonded to, with distances in Å.
Positions of all 6 atoms, in Å:
1 S 11.44477 -0.45903 4.11905  H3 1.346, H6 1.346
2 S 16.02210 3.48212 5.75397  H4 1.346, H5 1.346
3 H 12.42547 -0.59856 3.20775  S1 1.346
4 H 16.53443 2.42644 5.09459  S2 1.346
5 H 17.19281 3.73169 6.36950  S2 1.346
6 H 10.50897 -0.30247 3.16433  S1 1.346

Output
SMILES: S.S
ΔE to the lowest compared entry with this formula, charge and spin, kJ/mol: 5.2
E_HOMO, eV: -9.8
Molecular weight, g mol⁻¹: 68.2
Net charge: 0

Atom charges from the natural (NBO) analysis, given in e for atoms 1 to 5: atom 1 (S): -0.286, atom 2 (S): -0.285, atom 3 (H): 0.142, atom 4 (H): 0.142, atom 5 (H): 0.143

---

Record 2
ORCA calculation (ωB97M-V/def2-TZVPD) on a cluster of 2 separate species, H4S2Si in total in a non-equilibrium geometry.

Each atom is followed by the atoms it is bonded to, with distances in Å.
Positions of all 7 atoms, in Å:
1 S -3.05712 0.66215 -0.20320  H6 1.328, H7 1.324
2 S 1.83232 1.29328 0.15042  Si3 1.979
3 Si 2.58789 -0.49559 -0.23006  S2 1.979, H4 1.456, H5 1.455
4 H 3.77508 -1.06742 0.39016  Si3 1.456
5 H 2.03342 -1.45090 -1.17686  Si3 1.455
6 H -4.36919 0.66090 0.00029  S1 1.328
7 H -2.80239 0.39759 1.06924  S1 1.324

Output
SMILES: [SiH2]=S.S
ΔE to the lowest compared entry with this formula, charge and spin, kJ/mol: 144.5
E_HOMO, eV: -9.3
Molecular weight, g mol⁻¹: 96.3
Net charge: 0

Atom charges from the natural (NBO) analysis, given in e for atoms 1 to 5: atom 1 (S): -0.274, atom 2 (S): -0.597, atom 3 (Si): 0.976, atom 4 (H): -0.190, atom 5 (H): -0.189

---

Record 3
ORCA calculation (ωB97M-V/def2-TZVPD) on a cluster of 2 separate species, H4S4 in total in a non-equilibrium geometry.

Each atom is followed by the atoms it is bonded to, with distances in Å.
Positions of all 8 atoms, in Å:
1 S 1.81453 -0.86345 -0.57695  S2 2.152, H5 1.336
2 S 2.66318 0.69862 0.63588  S1 2.152, H8 1.325
3 S -1.89412 -0.91370 0.68280  S4 2.073, H6 1.350
4 S -2.42721 0.43434 -0.79952  S3 2.073, H7 1.328
5 H 2.15425 -0.17564 -1.67110  S1 1.336
6 H -0.59101 -1.03776 0.35176  S3 1.350
7 H -3.27184 1.03716 0.02887  S4 1.328
8 H 1.55222 0.82043 1.34825  S2 1.325

Output
SMILES: SS.SS
ΔE to the lowest compared entry with this formula, charge and spin, kJ/mol: 32.9
E_HOMO, eV: -8.7
Molecular weight, g mol⁻¹: 132.3
Net charge: 0

Atom charges from the natural (NBO) analysis, given in e for atoms 1 to 5: atom 1 (S): -0.142, atom 2 (S): -0.120, atom 3 (S): -0.159, atom 4 (S): -0.127, atom 5 (H): 0.144

---

Question: Which formula does entry 1 have?
Answer: H4S2

---

Question: Among the records above, which one has the lowest E_HOMO?
Answer: H4S2

---

Repeat the first record exactly.
ORCA calculation (ωB97M-V/def2-TZVPD) on a cluster of 2 separate species, H4S2 in total.

Each atom is followed by the atoms it is bonded to, with distances in Å.
Positions of all 6 atoms, in Å:
1 S 11.44477 -0.45903 4.11905  H3 1.346, H6 1.346
2 S 16.02210 3.48212 5.75397  H4 1.346, H5 1.346
3 H 12.42547 -0.59856 3.20775  S1 1.346
4 H 16.53443 2.42644 5.09459  S2 1.346
5 H 17.19281 3.73169 6.36950  S2 1.346
6 H 10.50897 -0.30247 3.16433  S1 1.346

Output
SMILES: S.S
ΔE to the lowest compared entry with this formula, charge and spin, kJ/mol: 5.2
E_HOMO, eV: -9.8
Molecular weight, g mol⁻¹: 68.2
Net charge: 0

Atom charges from the natural (NBO) analysis, given in e for atoms 1 to 5: atom 1 (S): -0.286, atom 2 (S): -0.285, atom 3 (H): 0.142, atom 4 (H): 0.142, atom 5 (H): 0.143